Entry from the Open Molecules 2025 dataset: C10H10BrHoI as an isolated structure at a distorted geometry (ωB97M-V/def2-TZVPD).

XYZ file:
```
23
Properties=species:S:1:pos:R:3:forces:R:3
C -1.180180 -0.939476 -0.811296 -1.04 -0.43 0.43
C -1.705485 -2.089700 -0.152995 -0.49 0.58 -0.34
C -2.855582 -1.715613 0.611085 0.06 0.48 -0.39
H -1.370155 -3.087399 -0.356322 0.17 -0.26 0.27
C -2.985440 -0.288677 0.461125 -0.07 -0.40 -0.64
C -1.951688 0.177653 -0.413343 -0.81 -0.68 0.16
H -1.944630 1.154050 -0.894420 0.41 -0.14 0.57
H -0.520406 -0.969289 -1.670131 0.51 0.18 0.67
H -3.519488 -2.376739 1.184899 0.34 0.30 -0.32
H -3.780173 0.328979 0.846200 -0.04 0.01 0.14
Ho -1.158050 -0.745657 2.080249 1.70 -0.62 -1.63
Br 0.681859 -2.652612 2.453382 -0.31 0.14 0.31
C 2.877533 1.537968 0.396233 -0.82 -0.19 -1.16
C 1.937007 2.260668 -0.430730 0.53 -1.44 0.40
C 1.567226 1.420148 -1.512977 0.40 0.07 -0.41
H 1.594454 3.262970 -0.257303 -0.21 0.27 0.09
C 2.294445 0.191566 -1.416622 0.64 1.06 0.76
C 3.132135 0.291104 -0.244937 -1.17 0.21 -0.35
H 3.756678 -0.510466 0.136186 0.02 0.10 -0.01
H 3.221249 1.840889 1.382504 0.15 0.04 -0.26
H 0.951983 1.739874 -2.383012 0.39 -0.30 0.71
H 2.375322 -0.573264 -2.190519 -0.18 0.09 0.27
I -1.418611 1.743034 3.182744 -0.16 0.93 0.74
```
Forces are in eV/Å.

Results
multiplicity = 5
HOMO energy (spin up / spin down) = -2.59 / -2.59 eV
charge = -1
orbital gap (spin up / spin down) = 4.25 / 4.31 eV

Entry from the Open Molecules 2025 dataset: the molecule C10H10BrNS at a distorted geometry (ωB97M-V/def2-TZVPD).

XYZ file:
```
23
Properties=species:S:1:pos:R:3:forces:R:3
Br -2.989249 -0.963642 0.112078 0.31 -0.57 0.45
C -1.352490 -1.365872 1.145827 1.38 1.28 -5.66
C -0.020308 -0.994422 0.099955 -1.25 1.14 3.49
C -0.125644 0.536407 -0.005864 0.18 0.11 -0.47
C 0.087364 1.336262 1.074892 0.93 1.68 2.71
C -0.040569 2.750755 1.120429 -0.44 -2.99 -3.95
C -0.363132 3.390102 -0.058429 -0.73 -2.38 0.45
C -0.710732 2.577313 -1.162035 0.83 2.35 -1.16
C -0.541435 1.217149 -1.162752 -0.44 -1.53 0.09
N 0.037943 -1.632752 -1.127565 -1.16 -0.21 -1.22
C 0.962196 -2.453272 -1.329836 0.18 -1.07 -2.01
C 1.932112 -2.767860 -0.228338 -2.13 2.35 0.02
S 1.497738 -1.566373 1.060524 -0.05 0.00 0.06
H -1.408195 -0.701074 1.911802 0.35 1.80 2.15
H -1.240510 -2.337213 1.426365 -0.23 -2.78 0.65
H 0.467551 1.054917 2.071480 -0.28 -1.07 -0.67
H 0.188763 3.175171 2.002421 0.63 1.84 2.72
H -0.495149 4.418806 -0.047759 -0.11 1.81 -0.43
H -0.922225 3.173021 -2.097991 -0.15 -1.19 0.94
H -0.824230 0.548329 -1.973022 0.13 0.59 -0.31
H 1.005072 -2.933966 -2.395758 0.14 0.71 2.16
H 1.941795 -3.746378 0.048378 -1.10 -3.03 1.22
H 2.913336 -2.715417 -0.484813 3.01 1.17 -1.24
```
Forces are in eV/Å.

Results
HOMO energy = -8.88 eV
SMILES = BrC[C@]1(c2ccccc2)N=CCS1
energy relative to the best compared isomer or geometry (same formula, charge and spin) = 31.18 kcal per mole
orbital gap = 9.53 eV

Entry from the Open Molecules 2025 dataset: C10H10ClEuF5OTe as an isolated structure at a distorted geometry (ωB97M-V/def2-TZVPD).

XYZ file:
```
29
Properties=species:S:1:pos:R:3:forces:R:3
C 2.061049 0.229117 2.146163 -0.05 0.71 -1.26
C 0.988079 1.190743 2.061507 0.11 0.15 -1.20
C 1.034421 1.818064 0.729534 0.61 -0.54 0.71
H 0.189217 1.347425 2.818511 0.76 -0.01 -0.64
C 2.154137 1.235966 0.005508 -0.27 -0.10 1.50
C 2.779090 0.266971 0.889529 -0.75 0.98 0.42
H 3.621169 -0.381342 0.624901 -0.65 0.88 0.36
H 2.265523 -0.470694 2.980646 -0.16 0.64 -0.74
H 0.259872 2.488250 0.293952 0.76 -0.41 0.53
H 2.397823 1.382065 -1.068722 -0.10 -0.01 1.01
Eu 0.307625 -0.613140 0.133420 0.11 -0.91 -0.39
Cl 0.819278 -3.009409 0.996724 -1.59 -0.70 1.29
C -4.724062 0.264623 -1.131972 0.19 1.04 0.22
C -4.221923 1.227946 -2.072999 -0.23 0.23 1.04
C -4.126867 2.496009 -1.402826 -0.39 -0.94 0.48
H -3.967494 1.034189 -3.118791 -0.07 0.05 0.35
C -4.571297 2.316322 -0.047278 0.02 -0.80 -0.83
C -4.940507 0.937026 0.119665 0.38 0.52 -0.92
H -5.328656 0.483022 1.035825 0.16 0.14 -0.31
H -4.919361 -0.791711 -1.335945 0.08 0.34 0.07
H -3.787662 3.435932 -1.848325 -0.09 -0.33 0.16
H -4.628890 3.095414 0.718760 0.05 -0.28 -0.26
F 2.617871 -4.383375 -0.443409 1.28 0.12 -0.44
Te 3.685408 -2.827007 -0.535554 -3.09 2.55 1.13
F 5.130259 -3.973858 0.050491 -0.96 0.85 -0.91
F 4.085975 -3.255306 -2.327623 0.37 -0.16 0.46
F 3.560164 -2.498630 1.390176 0.76 -0.48 -1.75
F 5.019610 -1.424744 -0.611264 -0.47 -1.19 -0.07
O 2.240148 -1.619869 -1.050600 3.23 -2.33 -0.02
```
Forces are in eV/Å.

Results
multiplicity = 8
HOMO energy (spin up / spin down) = -1.16 / -1.16 eV
charge = -2
orbital gap (spin up / spin down) = 5.07 / 5.09 eV

Entry from the Open Molecules 2025 dataset: C10H10MoN3O4STe4 as an isolated structure at a distorted geometry (ωB97M-V/def2-TZVPD).

XYZ file:
```
33
Properties=species:S:1:pos:R:3:forces:R:3
Mo -0.596708 -1.259838 1.809032 0.90 0.90 -1.94
Te 0.257849 -0.179149 3.991945 0.45 0.64 -0.36
Te -0.483997 -3.277103 3.368028 0.18 -0.37 0.91
Te -2.344933 -3.343856 1.464497 -1.22 0.25 -0.09
Te -3.099860 -0.679018 1.605384 0.03 -0.89 0.32
O 0.840439 1.497763 3.010930 0.24 0.00 1.86
C 0.540013 1.612616 1.766869 0.26 -0.26 0.60
O 0.125634 0.550827 1.227226 -1.00 -0.78 -1.54
C 0.644134 2.875438 1.150189 -0.03 1.15 -0.91
C 1.124389 3.971788 1.881454 0.03 0.59 1.08
C 1.101228 5.256140 1.363087 0.10 -0.99 -1.84
C 0.672973 5.419242 -0.009178 0.42 -0.49 2.04
C 0.134729 4.331466 -0.739362 1.58 1.68 1.30
C 0.206717 3.096283 -0.169223 -0.48 -0.89 -0.94
N -0.223569 4.623731 -2.150184 -0.41 1.94 -0.63
O -0.321193 5.825531 -2.402226 0.16 -1.43 0.44
O -0.403215 3.743539 -2.952063 0.11 -0.81 0.58
H 1.532293 3.820753 2.892055 -0.28 0.05 -0.54
H 1.593190 6.036478 1.942762 -0.42 0.10 -0.43
H 0.873916 6.372965 -0.448436 -0.39 0.38 -0.45
H -0.027955 2.298435 -0.845362 -0.32 -0.67 0.01
S 0.256669 -1.504236 -0.495668 0.18 -0.73 0.87
C 0.024266 -3.212260 -0.977112 1.01 0.03 0.16
N 0.895429 -4.227903 -0.885810 -0.09 1.21 -0.16
C 0.431840 -5.365167 -1.739799 -0.25 -0.82 0.89
C -1.069840 -5.102023 -1.838464 0.67 1.63 3.29
N -1.081489 -3.590629 -1.539764 -1.60 -1.39 -1.76
H 1.860667 -4.037182 -0.595246 -0.53 -0.40 -0.28
H 0.627391 -6.308187 -1.189690 0.10 0.50 -0.73
H 0.829622 -5.350647 -2.753227 0.65 0.05 0.26
H -1.657706 -5.552074 -1.008006 0.42 0.02 -0.57
H -1.495534 -5.358830 -2.743189 -0.84 -0.23 -1.94
H -1.767392 -2.984901 -1.991453 0.38 0.03 0.47
```
Forces are in eV/Å.

Results
HOMO energy (spin up / spin down) = -17.59 / -17.60 eV
charge = +3
orbital gap (spin up / spin down) = 4.44 / 5.24 eV

Entry from the Open Molecules 2025 dataset: an isolated ion of composition C10H10N and charge +1 at a distorted geometry (ωB97M-V/def2-TZVPD).

XYZ file:
```
21
Properties=species:S:1:pos:R:3:forces:R:3
C 2.707406 2.037449 0.130950 -0.21 1.31 0.60
C 1.865710 1.253790 -0.244503 0.44 0.83 -0.43
C -3.106560 0.046865 0.394435 3.11 -0.66 -1.11
C -2.392196 1.224352 0.348487 1.90 1.96 -1.13
C -2.465985 -1.097372 -0.154970 -0.38 0.28 -1.25
C -1.029219 1.292311 -0.104671 -0.25 -1.76 1.11
C -1.159687 -1.052528 -0.644898 -0.49 0.81 1.71
C -0.323832 0.099390 -0.455314 -1.76 0.35 -0.77
C 1.977385 -1.056934 -0.647142 -0.18 -3.55 1.36
C 1.092751 0.130307 -0.632945 0.06 -0.44 1.32
N 2.056176 -1.192152 0.874392 -0.15 0.33 -1.27
H 3.261865 2.893319 0.585453 -0.55 -1.35 -0.82
H -4.020727 -0.043455 0.870711 -1.86 0.05 0.50
H -2.822381 2.214565 0.510169 -0.21 -0.51 0.57
H -3.101805 -1.957916 -0.432526 0.65 0.26 0.72
H -0.349888 2.126041 0.003645 -0.75 0.73 -0.04
H -0.759147 -1.966346 -0.950660 0.69 -1.21 -0.86
H 1.698975 -2.139249 -1.018558 -0.21 2.59 0.28
H 2.972704 -0.898975 -0.970651 0.74 0.56 -0.65
H 1.066894 -1.277187 1.183548 1.68 0.34 0.89
H 2.831558 -0.636265 1.355043 -2.27 -0.90 -0.70
```
Forces are in eV/Å.

Results
HOMO energy (spin up / spin down) = -13.59 / -13.58 eV
charge = +1
energy relative to the best compared isomer or geometry (same formula, charge and spin) = 126.19 kcal per mole
orbital gap (spin up / spin down) = 7.29 / 7.28 eV

Entry from the Open Molecules 2025 dataset: an isolated ion of composition C10H10N and charge +1 at a distorted geometry (ωB97M-V/def2-TZVPD).

XYZ file:
```
21
Properties=species:S:1:pos:R:3:forces:R:3
C 1.606791 -2.761854 0.536890 0.27 -0.74 0.25
N 1.139299 -1.577021 0.353720 0.68 -3.33 0.80
C -0.125692 -1.173161 0.075478 -2.11 1.78 -1.04
C -1.142023 -2.088039 -0.331892 -0.27 3.11 0.81
C -2.438910 -1.630832 -0.523004 2.29 1.58 0.45
C -2.656038 -0.231430 -0.409331 0.10 -1.62 -0.51
C -1.646081 0.635662 -0.254068 1.63 1.40 2.18
C -0.312373 0.218600 0.081634 -2.75 -0.60 -1.29
C 0.561708 1.300561 0.200204 2.47 1.98 0.64
C 1.180986 2.358786 0.216697 0.53 -1.86 -0.08
C 1.899401 3.640348 0.067414 -3.00 0.54 -1.61
H 2.654647 -2.844624 0.803185 -0.08 0.11 0.01
H 1.040898 -3.712148 0.519171 0.04 0.98 -0.40
H 1.744494 -0.880890 0.671503 1.38 1.92 0.02
H -0.729273 -3.010002 -0.487912 -0.09 -2.74 -0.46
H -3.254400 -2.200517 -0.808951 -1.15 -1.46 -0.42
H -3.618766 0.164131 -0.540736 -1.28 0.27 -0.15
H -1.806640 1.708216 -0.041811 -0.22 -0.66 -0.79
H 1.214762 4.057843 -0.773865 1.20 0.16 1.39
H 2.896327 3.779793 -0.307069 0.56 -1.06 -0.05
H 1.790885 4.246576 0.952744 -0.20 0.23 0.25
```
Forces are in eV/Å.

Results
HOMO energy (spin up / spin down) = -12.44 / -12.44 eV
SMILES = C=[NH+]c1ccccc1C#CC
charge = +1
energy relative to the best compared isomer or geometry (same formula, charge and spin) = 96.24 kcal per mole
orbital gap (spin up / spin down) = 7.12 / 7.12 eV

Entry from the Open Molecules 2025 dataset: a 2-piece molecular cluster, C10H10N2O2 overall at a distorted geometry (ωB97M-V/def2-TZVPD).

XYZ file:
```
24
Properties=species:S:1:pos:R:3:forces:R:3
O -0.274465 -1.397097 -0.831824 -2.32 0.38 -2.13
C -1.326555 -0.828417 -0.635999 -0.94 -1.53 2.11
C -2.372772 -1.503846 0.130831 0.89 -0.41 -0.30
C -3.394998 -0.783422 0.520519 -2.80 -0.47 0.78
N -3.530242 0.519325 0.178314 -1.31 3.62 0.97
C -2.473948 1.351203 -0.216866 -0.50 -0.24 -1.22
O -2.486183 2.573405 -0.184367 0.18 -1.97 0.24
N -1.540020 0.534198 -0.856253 4.23 1.16 -0.04
H -2.207552 -2.497463 0.511757 -0.01 -0.15 -0.37
H -4.301575 -1.191357 1.042741 1.24 0.34 -0.30
H -4.282618 1.123525 0.586421 0.83 -1.27 -0.45
H -0.520989 0.892091 -0.920470 -2.30 0.17 -0.35
C 1.636639 -1.072155 0.252331 1.58 0.09 0.39
C 2.019417 -0.310861 1.369475 -0.02 -0.62 -1.43
C 2.806011 0.829492 1.159254 -0.75 -0.40 0.32
C 3.137718 1.257600 -0.091075 0.68 0.12 -1.47
C 2.733065 0.563995 -1.252917 -0.88 -0.93 1.90
C 1.993304 -0.602127 -1.035139 0.65 0.00 -0.58
H 1.110899 -2.052788 0.290823 0.93 1.13 0.61
H 1.741050 -0.635176 2.351762 0.00 -0.04 0.43
H 3.135741 1.430460 1.973916 0.19 0.18 0.69
H 3.825343 2.088755 -0.168530 -0.19 0.28 -0.13
H 2.899894 0.888514 -2.258166 0.40 0.26 -0.28
H 1.672830 -1.177856 -1.916534 0.25 0.30 0.60
```
Forces are in eV/Å.

Results
HOMO energy = -8.54 eV
SMILES = O=c1cc[nH]c(=O)[nH]1.c1ccccc1
energy relative to the best compared isomer or geometry (same formula, charge and spin) = 43.64 kcal per mole
orbital gap = 9.02 eV

Entry from the Open Molecules 2025 dataset: an isolated ion of composition C10H10N3O and charge +1 at a distorted geometry (ωB97M-V/def2-TZVPD).

XYZ file:
```
24
Properties=species:S:1:pos:R:3:forces:R:3
O -3.884200 -1.003258 -0.931801 0.25 -0.31 0.36
C -2.959663 -0.613415 -0.293773 -0.53 1.09 -0.40
N -1.570677 -0.982662 -0.520928 0.54 -0.68 -0.90
C -0.715879 -1.173730 0.432025 1.20 -0.22 1.44
C 0.658925 -0.750784 0.221908 0.06 0.90 -0.10
C 1.655306 -1.595563 0.620479 0.06 -0.86 -0.07
C 2.984476 -1.336887 0.215902 -2.13 -2.15 1.27
C 3.257640 -0.255713 -0.533887 -0.46 0.54 -0.24
C 2.291204 0.657824 -0.933755 0.04 1.58 1.58
C 1.003397 0.483047 -0.411086 0.48 -1.76 -1.62
C 0.025506 1.477745 -0.634342 -1.14 2.82 -1.19
C -1.028970 1.794784 0.111541 0.86 -4.10 1.32
N -1.692322 0.943033 1.128950 1.03 0.09 -0.47
N -2.935007 0.433491 0.579511 1.62 0.49 0.98
H -1.092472 -0.654532 -1.377668 -1.03 0.08 0.34
H -0.925349 -1.795735 1.352214 -0.32 1.01 -1.06
H 1.223541 -2.464524 1.143778 1.31 0.02 -0.09
H 3.718949 -2.075542 0.439419 0.62 -0.13 0.30
H 4.271635 -0.121950 -0.696641 1.75 0.62 -0.93
H 2.641962 1.671579 -1.291543 -0.76 -1.42 -0.04
H 0.157807 2.210926 -1.500290 0.33 -0.95 1.45
H -1.493142 2.652922 0.003887 -2.30 4.16 -1.05
H -1.905275 1.521741 1.955374 -0.08 -0.70 -0.46
H -3.687401 0.977196 0.920715 -1.41 -0.11 -0.41
```
Forces are in eV/Å.

Results
HOMO energy = -12.95 eV
SMILES = O=c1[nH]cc2ccccc2cc[nH+][nH]1
charge = +1
energy relative to the best compared isomer or geometry (same formula, charge and spin) = 42.17 kcal per mole
orbital gap = 7.91 eV

| no. | calculated total energy (hartree) |
| --- | --- |
| 1 | -4206.85106 |
| 2 | -3413.94027 |
| 3 | -2400.20153 |
| 4 | -2389.63328 |
| 5 | -441.39661 |
| 6 | -441.44434 |
| 7 | -647.03244 |
| 8 | -626.21899 |